Entry from OMol25: a structure of composition C32H42BF6N5O5Os (wB97M-V/def2-TZVPD).

Orbital gap (alpha / beta)   5.82 / 5.11 eV

The geometry in ORCA input format:
```
! RIJCOSX wB97M-V def2-TZVPD def2/J DEFGRID3
* xyz 2 5
Os 0.06 -0.09 -0.26
N -0.25 -0.09 1.87
C 0.87 0.08 2.85
C 1.97 -0.97 2.66
C 3.28 -0.42 2.11
C 3.16 0.42 0.85
N 2.39 -0.29 -0.21
H -0.93 0.65 2.05
H -0.75 -0.96 2.09
H 0.44 0.01 3.85
H 1.25 1.09 2.72
H 1.59 -1.77 2.02
H 2.17 -1.45 3.61
H 3.95 -1.26 1.92
H 3.77 0.20 2.86
H 4.15 0.66 0.48
H 2.64 1.37 1.04
H 2.72 -1.25 -0.28
H 2.62 0.13 -1.11
C -1.82 5.86 -4.56
C -0.36 5.66 -4.17
N -0.21 4.69 -3.08
C 0.06 3.41 -3.39
C 0.17 2.42 -2.44
C 0.44 1.08 -2.98
O 0.86 0.82 -4.06
O 0.13 0.04 -2.12
C 0.00 2.77 -1.08
O 0.13 1.84 -0.08
C -0.29 4.09 -0.72
C -0.47 4.49 0.62
C -0.76 5.80 0.91
F -0.87 6.15 2.21
C -0.92 6.77 -0.07
C -0.74 6.38 -1.41
C -0.42 5.08 -1.74
N -1.23 8.14 0.20
C -2.17 8.43 1.27
C -2.72 9.83 1.09
N -1.57 10.80 1.11
C -0.55 10.47 0.05
C -0.09 9.04 0.25
H -1.88 6.58 -5.38
H -2.41 6.24 -3.72
H -2.26 4.93 -4.90
H 0.12 6.59 -3.88
H 0.21 5.27 -5.01
H 0.20 3.18 -4.43
H -0.37 3.78 1.43
H -0.90 7.13 -2.17
H -1.72 8.34 2.27
H -3.00 7.72 1.23
H -3.41 10.11 1.88
H -3.20 9.94 0.12
H -1.12 10.76 2.03
H -1.91 11.76 0.99
H 0.27 11.18 0.14
H -1.05 10.59 -0.91
H 0.47 8.95 1.19
H 0.61 8.79 -0.56
C -9.05 -0.33 0.25
C -7.83 -0.82 1.02
C -7.89 -2.36 1.08
C -7.90 -0.25 2.45
C -6.52 -0.40 0.37
C -6.47 0.33 -0.82
C -5.28 0.71 -1.44
C -4.13 0.32 -0.81
O -2.80 0.53 -1.20
B -2.07 -0.10 -0.24
O -2.83 -0.65 0.76
C -4.15 -0.40 0.37
C -5.31 -0.77 0.98
H -9.96 -0.65 0.76
H -9.08 -0.73 -0.77
H -9.08 0.76 0.19
H -8.82 -2.68 1.54
H -7.07 -2.77 1.67
H -7.84 -2.79 0.08
H -8.84 -0.55 2.92
H -7.85 0.84 2.43
H -7.09 -0.62 3.07
H -7.40 0.61 -1.30
H -5.28 1.26 -2.37
H -5.29 -1.35 1.90
F -0.61 -2.72 0.90
C -0.27 -2.22 -0.34
F -1.31 -2.49 -1.17
C 0.89 -3.11 -0.83
F 1.41 -2.62 -1.95
F 0.50 -4.36 -1.04
F 1.88 -3.13 0.10
*
```



Entry from OMol25: the ion C5H5N2S with charge +1 in a non-equilibrium geometry (wB97M-V/def2-TZVPD).

Orbital gap   7.40 eV
Relative energy (zero: lowest compared OMol25 entry of this formula, charge and spin)   3.367 eV

The geometry in ORCA input format:
```
! RIJCOSX wB97M-V def2-TZVPD def2/J DEFGRID3
* xyz 1 1
C -1.41 0.26 1.91
C 1.19 -0.28 -0.54
C 2.06 -0.58 0.46
C -0.14 0.01 1.60
C -1.03 0.46 -1.29
N -2.54 0.49 2.07
N 0.03 0.29 -0.44
S 1.32 -0.50 2.01
H 1.45 -0.53 -1.51
H 2.99 -1.13 0.24
H -0.59 0.52 -2.25
H -1.67 -0.37 -1.19
H -1.66 1.36 -1.06
*
```



Entry from OMol25: a structure of composition C23H52EuP4S in a non-equilibrium geometry (wB97M-V/def2-TZVPD).

Orbital gap (alpha / beta)   5.57 / 4.30 eV
Relative energy (zero: lowest compared OMol25 entry of this formula, charge and spin)   0.000 eV

The geometry in ORCA input format:
```
! RIJCOSX wB97M-V def2-TZVPD def2/J DEFGRID3
* xyz 3 7
Eu -0.46 1.17 1.03
P -0.20 -2.07 -1.45
P 0.98 1.29 -2.23
P -1.82 -1.24 2.15
H -1.39 4.07 1.63
C -1.36 3.23 2.36
C -0.02 2.84 2.66
H 0.71 3.65 2.47
C -1.80 -2.02 -2.36
C 0.92 -2.44 -2.89
C -0.33 -3.80 -0.82
C 1.37 3.09 -2.27
C 2.27 0.81 -3.48
C -0.44 1.26 -3.41
C -2.78 -0.86 3.66
C -1.10 -2.86 2.62
C -3.16 -1.86 1.06
H -2.03 3.49 3.21
H 0.18 2.31 3.60
H -1.86 -2.90 -3.02
H -1.86 -1.10 -2.96
H -2.63 -2.03 -1.65
H 0.86 -3.51 -3.12
H 1.95 -2.18 -2.62
H 0.61 -1.87 -3.77
H -0.25 -4.50 -1.67
H -1.30 -3.97 -0.33
H 0.48 -4.01 -0.11
H 1.42 3.43 -3.32
H 2.34 3.26 -1.79
H 0.59 3.68 -1.76
H 2.14 1.43 -4.38
H 2.16 -0.25 -3.75
H 3.27 0.98 -3.05
H -0.28 2.04 -4.18
H -1.37 1.48 -2.89
H -0.51 0.28 -3.90
H -3.10 -1.81 4.11
H -3.64 -0.22 3.42
H -2.14 -0.31 4.37
H -1.84 -3.39 3.24
H -0.18 -2.72 3.20
H -0.88 -3.45 1.73
H -3.99 -2.21 1.69
H -2.80 -2.70 0.45
H -3.51 -1.06 0.41
C -3.59 2.95 0.25
C -4.96 2.84 -0.43
C -4.83 2.69 -1.90
C -3.74 3.16 -2.58
C -2.56 3.50 -1.90
C -2.50 3.39 -0.51
S -3.70 2.29 1.77
H -5.38 1.98 0.11
H -5.61 3.73 -0.24
H -5.71 2.28 -2.39
H -3.71 3.18 -3.69
H -1.67 3.82 -2.43
H -1.51 3.57 -0.09
C 2.28 -1.31 3.76
C 2.98 -0.39 2.77
P 2.28 -0.46 1.06
C 3.53 0.44 0.02
C 4.97 0.45 0.50
C 2.65 -2.23 0.63
C 4.05 -2.74 0.92
H 1.20 -1.11 3.85
H 2.71 -1.18 4.76
H 2.40 -2.38 3.51
H 2.87 0.66 3.09
H 4.06 -0.62 2.73
H 3.46 0.01 -0.99
H 3.15 1.48 -0.05
H 5.47 -0.52 0.39
H 5.54 1.17 -0.10
H 5.07 0.77 1.55
H 1.91 -2.84 1.18
H 2.43 -2.35 -0.44
H 4.39 -2.54 1.95
H 4.08 -3.83 0.80
H 4.81 -2.33 0.24
*
```



no.,DFT total energy (a.u.)
1,-2608.849463
2,-700.785920
3,-3380.215082